Entry 1:
Computed, not measured: a structure of composition C17H14I3Mn, with ωB97M-V/def2-TZVPD.

Charge   +3
Multiplicity   4
Energy   -2699.1435 hartree
Expectation value of S²   3.975
Relative energy (zero: lowest compared OMol25 entry of this formula, charge and spin)   25.65 kJ/mol
Gap between HOMO and LUMO (spin up / spin down)   6.18 / 5.78 eV

Element x y z (Å)
Mn 0.504739 -0.261182 1.067948
C -2.062548 -2.076679 2.934665
C -0.959094 -1.068888 2.925857
C 0.374805 -1.435117 3.232300
C 1.386624 -0.482759 3.332525
C 1.098650 0.876075 3.124349
C -0.208692 1.263767 2.799108
C -1.220433 0.297249 2.683883
H -1.704462 -3.087485 2.738803
H -2.858518 -1.825711 2.235003
H -2.503772 -2.088205 3.936896
H 0.608230 -2.476489 3.424909
H 2.390295 -0.795244 3.596184
H 1.874120 1.623911 3.235735
H -0.449556 2.310355 2.657149
H -2.235545 0.612474 2.470110
I 2.901176 0.329853 -0.048303
C 1.940430 0.691473 -1.860660
C 2.708032 1.036110 -2.972267
C 2.066881 1.337244 -4.161052
C 0.667996 1.294520 -4.233361
C -0.107335 0.945543 -3.112329
C -1.509342 0.938706 -3.184794
C -2.275868 0.627529 -2.058208
C -1.650900 0.298586 -0.864181
C -0.256102 0.312043 -0.754630
C 0.535800 0.628936 -1.876092
H 3.788150 1.080265 -2.911899
H 2.646689 1.618510 -5.030579
H 0.171404 1.540233 -5.164763
H -1.998763 1.168988 -4.123672
H -3.356182 0.627486 -2.124854
H -2.272943 0.020779 -0.022345
I 0.306464 -2.767317 0.181370
I 1.659568 -3.115560 -2.072805

Forces on atoms 1 to 6 (eV/Å):
Mn 0.2 -0.5 0.4
C 0.0 0.0 0.0
C 0.0 0.1 -0.2
C 0.0 0.0 0.0
C 0.0 0.0 0.0
C 0.0 0.1 -0.3



Entry 2:
Computed, not measured: a structure of composition C36H35N14O5Sn, with ωB97M-V/def2-TZVPD.

Charge   +1
Energy   -2749.7387 hartree
Gap between HOMO and LUMO   7.47 eV

Element x y z (Å)
Sn -0.057604 -0.199453 -0.135263
O 2.547864 0.100675 6.562189
C 3.178802 -0.700608 5.590422
C 2.546994 -0.438005 4.253532
C 3.153013 -0.871849 3.080202
C 2.521899 -0.656105 1.873981
N 1.344647 -0.038186 1.779827
C 0.765031 0.398208 2.901659
C 1.329475 0.217333 4.151892
C -0.573252 1.006222 2.748532
C -1.168609 1.750519 3.744953
C -2.491295 2.156459 3.604592
C -3.149448 2.943223 4.711539
O -3.099534 2.242163 5.934473
C -3.174059 1.766065 2.464173
C -2.493491 1.077133 1.477856
N -1.215114 0.735121 1.601264
H 2.890054 -0.124530 7.432463
H 3.062954 -1.769553 5.816513
H 4.252995 -0.488016 5.524253
H 4.105623 -1.382297 3.096987
H 2.972520 -0.977267 0.943918
H 0.824537 0.542401 5.046789
H -0.623263 1.997990 4.643242
H -4.171858 3.213757 4.428751
H -2.590936 3.868207 4.876320
H -3.723636 1.508670 5.909034
H -4.214211 2.015188 2.314476
H -2.993452 0.774904 0.567382
C -1.096584 5.757800 -5.188510
O -0.430694 4.994392 -4.194671
C 0.920793 5.105941 -4.102060
C 1.715064 5.927871 -4.883387
C 3.088709 5.966571 -4.670437
C 3.666156 5.208620 -3.671153
C 2.873748 4.390526 -2.875244
C 1.509846 4.314357 -3.100520
N 0.614327 3.544707 -2.330985
C 0.803389 2.330137 -1.767360
N 1.913764 1.677076 -2.152105
C 2.328992 0.342867 -1.989134
C 1.668904 -0.622137 -1.260598
C 2.136758 -1.940478 -1.302017
C 3.259177 -2.272884 -2.030362
C 3.951053 -1.291590 -2.735113
C 3.492967 0.010955 -2.717342
O 4.056753 1.050879 -3.389277
C 5.187719 0.787963 -4.206451
N -0.071831 1.880893 -0.874865
C -1.170599 2.772303 -0.629634
C -2.304747 2.648103 -1.432665
C -3.417896 3.443564 -1.238190
C -3.393343 4.405903 -0.236076
C -2.268004 4.558254 0.547917
C -1.143160 3.748859 0.374048
O -0.162857 3.980654 1.290406
C 1.200977 3.652316 1.089093
H -2.149500 5.506866 -5.098780
H -0.740844 5.489135 -6.184660
H -0.955658 6.826796 -5.016698
H 1.276269 6.535594 -5.658584
H 3.700086 6.607404 -5.288075
H 4.729704 5.256156 -3.491863
H 3.329852 3.831102 -2.069821
H -0.334438 3.894887 -2.320465
H 2.433787 2.139418 -2.890255
H 1.606500 -2.716053 -0.761476
H 3.605152 -3.295741 -2.064283
H 4.825681 -1.558076 -3.308794
H 4.926925 0.102152 -5.015031
H 6.007795 0.376085 -3.615023
H 5.484494 1.748366 -4.618196
H -2.282019 1.908275 -2.222145
H -4.286090 3.321510 -1.868808
H -4.247993 5.047113 -0.072847
H -2.223493 5.308529 1.325157
H 1.718327 4.074224 1.948752
H 1.586131 4.119837 0.179434
H 1.373176 2.577146 1.058286
N -2.529376 -2.692663 -0.887971
C -1.955479 -2.701020 0.352566
N -2.341161 -3.476978 1.340500
N -1.540521 -3.149048 2.368586
N -0.722949 -2.232705 2.050661
N -0.936744 -1.912199 0.741568
C -2.232849 -1.774807 -1.859411
N -2.669934 -1.819111 -3.097801
N -2.097158 -0.760018 -3.695559
N -1.357234 -0.111367 -2.891132
N -1.427024 -0.718085 -1.673933
H -3.203119 -3.410363 -1.100029

Forces on atoms 1 to 6 (eV/Å):
Sn 0.1 0.4 0.1
O 0.0 0.0 0.0
C 0.1 -0.1 0.0
C 0.0 0.0 0.0
C 0.0 0.0 0.0
C 0.2 0.0 -0.1



Entry 3:
Computed, not measured: an isolated molecule of C19H19N3O3S, with ωB97M-V/def2-TZVPD.

Structure (SMILES)   CCNC(=O)CSc1nc2ccccc2c(=O)n1-c1cccc(OC)c1
Energy   -1523.6487 hartree
Relative energy (zero: lowest compared OMol25 entry of this formula, charge and spin)   59.87 kJ/mol
Gap between HOMO and LUMO   8.93 eV

Element x y z (Å)
C -5.994085 -0.166321 -1.580076
C -5.431444 -0.585428 -0.227458
N -4.087171 -0.087776 -0.040255
C -3.742242 0.728115 0.971337
O -4.514072 1.130595 1.813480
C -2.282964 1.166703 0.973790
S -1.144693 -0.144699 0.420041
C 0.295349 0.825010 0.142538
N 0.219395 2.094700 0.300933
C 1.356957 2.837798 0.130617
C 1.294398 4.226388 0.284041
C 2.434014 4.982447 0.132699
C 3.654853 4.380615 -0.171021
C 3.732039 3.015119 -0.325056
C 2.586669 2.230467 -0.178576
C 2.658128 0.783969 -0.351113
O 3.656700 0.150333 -0.612697
N 1.420788 0.134336 -0.196579
C 1.369506 -1.275829 -0.405345
C 0.665811 -1.782786 -1.485314
C 0.635422 -3.154721 -1.677076
C 1.307231 -3.996879 -0.818135
C 2.032104 -3.480921 0.259551
O 2.668048 -4.388864 1.037753
C 3.459155 -3.924369 2.107390
C 2.054170 -2.106689 0.468547
H -6.014178 0.917478 -1.661170
H -7.007090 -0.542102 -1.691637
H -5.385497 -0.566293 -2.388660
H -5.428148 -1.677690 -0.143230
H -6.031326 -0.169546 0.584656
H -3.383363 -0.389487 -0.696859
H -2.002275 1.471172 1.981187
H -2.141738 2.013778 0.300806
H 0.343827 4.676532 0.522438
H 2.384032 6.054803 0.251706
H 4.538971 4.989194 -0.285077
H 4.662429 2.521256 -0.561533
H 0.160934 -1.114870 -2.165669
H 0.089992 -3.565384 -2.512741
H 1.298629 -5.065421 -0.961369
H 3.903702 -4.813388 2.551534
H 4.252476 -3.257339 1.757203
H 2.852948 -3.409608 2.859633
H 2.601618 -1.664396 1.284771

Forces on atoms 1 to 6 (eV/Å):
C 0.1 -0.1 0.3
C -0.3 0.0 -0.1
N -0.1 -0.4 -0.4
C 0.6 0.0 -0.1
O -0.2 0.2 0.3
C 0.4 0.0 0.1



Entry 4:
Computed, not measured: a structure of composition C5H6O2 in a non-equilibrium geometry, with ωB97M-V/def2-TZVPD.

Energy   -344.4815 hartree
Relative energy (zero: lowest compared OMol25 entry of this formula, charge and spin)   316.27 kJ/mol
Gap between HOMO and LUMO   10.45 eV

Element x y z (Å)
O -2.024822 0.558586 0.819458
C -0.694857 0.054082 0.761871
C -0.317607 -0.720736 -0.564483
O -0.420389 0.568941 -1.224053
C 0.246804 1.042475 -0.019770
C 1.595479 0.318349 -0.138963
C 1.206864 -0.902909 -0.508968
H -2.626116 -0.187129 0.679755
H -0.628425 -0.286519 1.796585
H -0.939438 -1.507100 -0.995396
H 0.216259 2.119665 0.137793
H 2.591293 0.727843 0.003899
H 1.794955 -1.785549 -0.747727

Forces on atoms 1 to 6 (eV/Å):
O -0.2 -0.1 -0.8
C -0.3 0.1 0.1
C -0.3 -0.4 0.0
O 0.1 0.1 -0.2
C 0.0 0.4 0.2
C -0.2 -0.2 0.3